The following is a DFT calculation (ωB97M-V/def2-TZVPD) of a 3-piece molecular cluster, C3H3Cl9 overall in a non-equilibrium geometry.

Its SMILES is ClC(Cl)Cl.ClC(Cl)Cl.ClC(Cl)Cl. The highest occupied orbital energy is -11.2811 eV. The total energy comes out at -4257.80071 hartree. Its HOMO-LUMO gap is 11.5 eV. As for the relative energy (zero: lowest compared OMol25 entry of this formula, charge and spin): 65.2 kJ/mol. The total charge is 0.

Each line ends with the Mulliken charge.
Positions of all 15 atoms, in Å:
C -0.312 0.102 2.639  0.13
Cl 0.997 1.383 2.753  -0.14
Cl -0.672 -0.775 4.144  -0.12
Cl -0.032 -0.994 1.324  -0.09
H -1.225 0.670 2.459  0.21
C -2.509 4.327 -0.547  0.06
Cl -3.566 5.380 -1.618  -0.14
Cl -3.476 3.031 -0.006  -0.09
Cl -1.752 5.184 0.842  -0.12
H -1.672 3.982 -1.154  0.29
C 2.733 -4.431 -2.166  0.08
Cl 4.139 -3.360 -1.697  -0.13
Cl 2.646 -5.942 -1.100  -0.12
Cl 2.796 -4.820 -3.854  -0.09
H 1.905 -3.738 -2.017  0.27